No. 1
Molecular formula: C5H7NO
Method: DFT, ωB97M-V/def2-TZVPD

Last column: Löwdin charge in e.
CARTESIAN COORDINATES (ANGSTROEM)
1 C 1.2510 1.1589 0.7205  0.04
2 C 0.7505 0.1648 -0.0202  -0.41
3 N 1.5359 -0.6029 -0.8689  0.09
4 C -0.6941 -0.1203 -0.0755  -0.23
5 C -1.3063 -0.5430 -1.1879  0.12
6 C -1.4917 0.0443 1.1570  -0.24
7 O -2.6831 -0.1111 1.2314  0.06
8 H 0.6217 1.8231 1.2807  0.05
9 H 2.3066 1.3680 0.7314  0.05
10 H 1.2238 -1.5503 -1.0150  0.09
11 H 2.5288 -0.5227 -0.7116  0.09
12 H -2.3656 -0.7399 -1.1738  0.08
13 H -0.7825 -0.6750 -2.1187  0.07
14 H -0.8950 0.3060 2.0506  0.12

Its energy above the lowest of the compared OMol25 structures with the same formula, charge and spin is 34.77 kcal per mole. Its spin multiplicity is 1. As for the SMILES: C=C(N)C(=C)C=O.


No. 2
Molecular formula: C8H10Cl2Si
Method: DFT, ωB97M-V/def2-TZVPD

Last column: Löwdin charge in e.
CARTESIAN COORDINATES (ANGSTROEM)
1 C 2.7648 1.0137 0.9414  -0.25
2 Si 1.0251 0.7581 0.1137  0.21
3 C 0.0781 2.4302 0.3761  -0.24
4 Cl 0.0361 -0.5824 1.2976  0.32
5 H 3.7339 0.7057 0.5067  0.03
6 H 2.8720 2.0417 1.1757  -0.01
7 H 2.6340 0.5443 1.9518  0.02
8 H 0.9864 -0.0485 -1.2133  -0.02
9 H -1.0056 2.0838 0.3636  0.01
10 H 0.2660 3.0886 1.2622  0.05
11 H 0.0651 2.9613 -0.5673  0.00
12 Cl -4.1083 1.9209 -1.1176  0.65
13 C -3.3780 0.4637 -0.5189  -0.69
14 C -2.4338 -0.3137 -1.0646  -0.05
15 C -2.1411 -1.5112 -0.7487  -0.02
16 C -2.6576 -2.2503 0.2683  -0.11
17 C -3.7045 -1.5288 0.8514  -0.09
18 C -3.9979 -0.1911 0.6322  -0.07
19 H -2.4991 -3.2597 0.2680  0.07
20 H -4.2366 -1.9892 1.6483  0.10
21 H -4.7644 0.3584 1.1389  0.09

Its energy above the lowest of the compared OMol25 structures with the same formula, charge and spin is 145.43 kcal per mole. Its spin multiplicity is 1. As for the SMILES: C[SiH](C)Cl.Clc1c#cccc1.


No. 3
Molecular formula: C12H22BN2O10P2
Method: DFT, ωB97M-V/def2-TZVPD

Last column: Löwdin charge in e.
CARTESIAN COORDINATES (ANGSTROEM)
1 C 5.9856 -0.5959 1.1687  -0.19
2 C 4.5206 -0.9348 0.8330  -0.40
3 P 4.2429 -1.0139 -1.0094  0.65
4 C 3.5392 -2.7815 -0.9779  -0.38
5 C 2.2476 -2.9901 -0.1923  -0.28
6 C 1.0597 -2.1603 -0.6691  -0.22
7 C -0.2127 -2.4729 0.1101  -0.21
8 N -1.4152 -1.9869 -0.5730  0.05
9 C -2.0005 -0.7828 -0.1591  -0.51
10 C -2.1963 -0.5518 1.3179  0.01
11 O -2.4033 0.0227 -0.9947  0.06
12 P 4.9848 1.1444 -1.2519  0.61
13 N 3.7231 1.9022 -0.3360  -0.24
14 O 4.5619 1.4808 -2.8233  -0.41
15 H 6.1475 0.4696 1.2794  0.05
16 H 6.2605 -1.0675 2.1092  0.07
17 H 6.6726 -0.9798 0.4208  0.06
18 H 3.8515 -0.2284 1.3125  0.07
19 H 4.3189 -1.9106 1.2625  0.06
20 H 5.3493 -1.4454 -1.7926  0.01
21 H 3.0553 -0.5897 -1.7304  0.00
22 H 3.4293 -3.1585 -1.9950  0.07
23 H 4.3181 -3.3943 -0.5131  0.07
24 H 1.9526 -4.0389 -0.2735  0.11
25 H 2.3855 -2.8020 0.8712  0.10
26 H 1.2913 -1.1083 -0.4896  0.09
27 H 0.9147 -2.2377 -1.7460  0.12
28 H -0.1153 -2.0414 1.0975  0.10
29 H -0.2739 -3.5547 0.2397  0.11
30 H -1.2260 -1.8681 -1.5593  0.12
31 H -1.2489 -0.5826 1.8493  0.06
32 H -2.6178 0.4327 1.4626  0.08
33 H -2.8444 -1.3272 1.7130  0.09
34 H 3.3716 2.7357 -0.7907  0.02
35 H 2.9126 1.2887 -0.2443  0.00
36 H 3.6083 1.4828 -2.9607  0.02
37 B -6.0137 2.8921 0.4608  -0.87
38 O -4.8114 3.6324 0.0298  0.23
39 C -4.7907 3.7008 -1.2948  -0.40
40 O -3.9547 4.2403 -1.9583  0.14
41 C -6.0364 2.9749 -1.8242  -0.39
42 O -6.3417 2.8478 -2.9736  0.14
43 O -6.7192 2.5209 -0.7811  0.23
44 O -5.6572 1.6994 1.2618  0.22
45 C -6.2123 1.7965 2.4597  -0.40
46 O -6.1121 0.9983 3.3472  0.13
47 C -7.0039 3.1109 2.5136  -0.40
48 O -7.6301 3.5156 3.4498  0.14
49 O -6.8673 3.7166 1.3442  0.23

The net charge is -1. Its spin multiplicity is 1.


No. 4
Molecular formula: C4H16N2O
Method: DFT, ωB97M-V/def2-TZVPD

Last column: Löwdin charge in e.
CARTESIAN COORDINATES (ANGSTROEM)
1 C 2.3298 0.3587 -1.1142  -0.01
2 C 1.0762 1.1025 -0.6205  -0.32
3 C -0.0336 0.2606 0.0096  -0.14
4 C 0.4517 -0.6739 1.1063  -0.11
5 N -0.6595 -1.5853 1.6510  0.22
6 N 0.4866 1.9016 -1.7662  0.24
7 H 2.7464 -0.2117 -0.2780  0.10
8 H 2.0394 -0.4743 -1.7403  0.10
9 H 3.0437 1.0515 -1.5320  0.10
10 H 1.4435 1.8061 0.1246  0.16
11 H -0.4781 -0.3959 -0.7431  0.14
12 H -0.9142 0.8051 0.3834  0.14
13 H 1.1723 -1.4095 0.7508  0.13
14 H 0.8819 -0.2081 1.9936  0.15
15 H -0.6605 -1.4683 2.6649  0.18
16 H -1.5779 -1.2158 1.3686  0.10
17 H -0.6382 -2.5458 1.3201  0.18
18 H -0.4430 2.2760 -1.5656  0.18
19 H 0.6019 1.3563 -2.6275  0.18
20 H 1.0453 2.7520 -1.9396  0.19
21 H -4.1892 -1.7571 0.4616  0.07
22 H -4.1880 -0.5614 1.2457  0.08
23 O -3.5364 -1.1633 0.8469  -0.05

The net charge is +2. Its energy above the lowest of the compared OMol25 structures with the same formula, charge and spin is 0.32 kcal per mole. Its spin multiplicity is 1.


No. 5
Molecular formula: C55H48N5O4PS3Ti
Method: DFT, ωB97M-V/def2-TZVPD

Last column: Löwdin charge in e.
CARTESIAN COORDINATES (ANGSTROEM)
1 Ti -0.7636 -0.4228 0.5379  1.06
2 C 0.5241 -1.3109 5.9549  -0.06
3 C 1.4177 -2.0211 5.1637  -0.05
4 C 1.2090 -2.1500 3.8028  -0.05
5 C 0.0874 -1.5668 3.2215  -0.27
6 C -0.8272 -0.8852 4.0140  -0.01
7 C -0.6007 -0.7466 5.3772  -0.05
8 N -0.1431 -1.6704 1.8190  -0.05
9 C 0.0244 -2.9483 1.2334  -0.24
10 C -0.0375 -4.1234 1.9727  -0.01
11 C 0.1751 -5.3535 1.3705  -0.06
12 C 0.4711 -5.4071 0.0207  -0.06
13 C 0.4609 -4.2488 -0.7490  -0.02
14 C 0.1603 -3.0210 -0.1725  -0.23
15 N -0.0715 -1.7719 -0.7917  -0.05
16 N -0.1715 -1.5775 -2.2110  0.01
17 C 1.1157 -1.1057 -2.8325  -0.26
18 C 1.0901 -0.6631 -4.1445  -0.01
19 C 2.2931 -0.2091 -4.6612  -0.02
20 C 3.4301 -0.2494 -3.8620  -0.02
21 C 3.3153 -0.7363 -2.5725  -0.09
22 N 2.1563 -1.1487 -2.0546  0.17
23 H 0.6969 -1.2147 7.0158  0.11
24 H 2.2937 -2.4711 5.6072  0.11
25 H 1.9230 -2.6853 3.1955  0.12
26 H -1.7383 -0.4988 3.5851  0.08
27 H -1.3203 -0.2137 5.9813  0.11
28 H -0.2222 -4.0672 3.0354  0.13
29 H 0.1382 -6.2544 1.9635  0.11
30 H 0.7062 -6.3488 -0.4531  0.11
31 H 0.7024 -4.3291 -1.7906  0.08
32 H 0.1947 -0.6911 -4.7511  0.12
33 H 2.3405 0.1513 -5.6789  0.12
34 H 4.3893 0.0768 -4.2322  0.12
35 H 4.1784 -0.8085 -1.9250  0.12
36 O -2.6393 -0.6332 -1.6310  -0.56
37 S -3.4237 -1.5556 -2.5105  1.06
38 C -3.7305 -0.5940 -4.0318  -0.27
39 C -2.5924 0.3838 -4.2877  -0.22
40 C -2.7122 1.6849 -3.5022  -0.21
41 C -1.3819 2.4347 -3.4553  -0.28
42 S -0.5122 2.4008 -1.8646  1.06
43 O -0.7370 1.0253 -1.2447  -0.60
44 C -1.5740 3.4973 -0.9596  -0.39
45 C -1.2457 4.8468 -0.9521  -0.08
46 C -2.0636 5.7330 -0.2695  -0.05
47 C -3.1836 5.2654 0.4009  -0.04
48 C -3.4978 3.9132 0.3903  -0.04
49 C -2.6960 3.0167 -0.3002  -0.07
50 C -2.2234 -2.6913 -3.1944  -0.30
51 C -2.7699 -3.7131 -3.9683  -0.06
52 C -1.9634 -4.5959 -4.6634  -0.02
53 C -0.5860 -4.4555 -4.5941  -0.02
54 C -0.0328 -3.4682 -3.7970  -0.03
55 C -0.8390 -2.6098 -3.0628  -0.16
56 H -4.6940 -0.1026 -3.9073  0.11
57 H -3.8324 -1.3336 -4.8248  0.10
58 H -2.5536 0.6106 -5.3569  0.14
59 H -1.6434 -0.1115 -4.0667  0.07
60 H -3.0578 1.4861 -2.4880  0.08
61 H -3.4663 2.3135 -3.9778  0.13
62 H -1.5024 3.5090 -3.6161  0.10
63 H -0.6659 2.0737 -4.1958  0.09
64 H -0.3603 5.2015 -1.4607  0.11
65 H -1.8206 6.7852 -0.2531  0.12
66 H -3.8128 5.9580 0.9394  0.12
67 H -4.3587 3.5500 0.9291  0.12
68 H -2.9153 1.9579 -0.2894  0.10
69 H -3.8466 -3.7993 -4.0315  0.12
70 H -2.4061 -5.3755 -5.2652  0.13
71 H 0.0603 -5.1190 -5.1473  0.13
72 H 1.0422 -3.3705 -3.7447  0.13
73 H -0.8166 -0.7573 -2.2186  0.10
74 O -2.7677 1.8433 3.0291  0.12
75 C -1.6727 1.7571 2.5354  -0.53
76 O -1.4666 0.9557 1.4861  -0.24
77 C -0.4634 2.4867 3.0176  -0.12
78 C -0.7206 3.4493 3.9928  0.01
79 C 0.2978 4.2156 4.5309  -0.03
80 C 1.5940 4.0296 4.0840  -0.03
81 C 1.8572 3.0795 3.1089  -0.10
82 C 0.8482 2.2804 2.5678  -0.26
83 P 1.3882 1.0823 1.2912  1.15
84 C 2.6582 0.0084 2.0135  -0.37
85 C 3.0193 -1.0773 1.2150  -0.14
86 C 4.0598 -1.9087 1.5959  -0.07
87 C 4.7357 -1.6715 2.7858  -0.06
88 C 4.3635 -0.6055 3.5915  -0.06
89 C 3.3313 0.2366 3.2065  -0.07
90 C 2.3875 2.1936 0.2400  -0.34
91 C 1.9239 3.4814 -0.0194  -0.14
92 C 2.6632 4.3574 -0.7938  -0.07
93 C 3.8874 3.9610 -1.3165  -0.06
94 C 4.3695 2.6926 -1.0389  -0.06
95 C 3.6276 1.8147 -0.2604  -0.08
96 H -1.7427 3.5803 4.3172  0.13
97 H 0.0808 4.9546 5.2878  0.12
98 H 2.4031 4.6240 4.4841  0.12
99 H 2.8721 2.9708 2.7496  0.12
100 H 2.4893 -1.2721 0.2886  0.07
101 H 4.3336 -2.7481 0.9722  0.11
102 H 5.5459 -2.3192 3.0872  0.11
103 H 4.8773 -0.4276 4.5244  0.12
104 H 3.0432 1.0483 3.8610  0.10
105 H 0.9989 3.8279 0.4299  0.10
106 H 2.2990 5.3589 -0.9708  0.11
107 H 4.4731 4.6472 -1.9098  0.11
108 H 5.3416 2.3904 -1.4027  0.11
109 H 4.0435 0.8449 -0.0182  0.09
110 S -4.2881 -3.5525 1.3192  1.11
111 C -4.5419 -2.1332 2.2313  -0.34
112 C -3.6398 -1.1833 1.8833  -0.20
113 N -2.7498 -1.5744 0.9113  -0.08
114 C -2.9895 -2.8059 0.5379  -0.49
115 H -5.3312 -2.0555 2.9557  0.08
116 H -3.5938 -0.1766 2.2711  0.10
117 H -2.3892 -3.3305 -0.1894  0.08

The net charge is +2. Its energy above the lowest of the compared OMol25 structures with the same formula, charge and spin is 0.00 kcal per mole. Its spin multiplicity is 1.


No. 6
Molecular formula: C3H3N3O2
Method: DFT, ωB97M-V/def2-TZVPD

Last column: Löwdin charge in e.
CARTESIAN COORDINATES (ANGSTROEM)
1 C 0.5779 0.0182 -0.1018  -0.42
2 C -0.8995 -1.3202 -1.1079  -0.20
3 C -1.8934 -0.3447 -0.6229  -0.10
4 H 1.0807 0.7930 2.0934  0.27
5 H -1.3056 -2.0450 -1.8687  0.13
6 H -3.0459 -0.0601 -0.8246  0.17
7 N 1.7772 0.2712 0.1741  0.02
8 N 0.2644 -1.1677 -0.9554  0.18
9 N -1.5989 0.6759 0.0856  0.12
10 O 1.9867 1.0803 1.2723  -0.11
11 O -0.3040 0.5117 0.7858  -0.07

Its energy above the lowest of the compared OMol25 structures with the same formula, charge and spin is 189.39 kcal per mole. Its spin multiplicity is 1.


Lowest unoccupied orbital energy (eV)
-0.07; -0.41; 2.01; -6.45; -5.01; -0.82